1.
Computed, not measured: C16H12O9S5 in the gas phase in a non-equilibrium geometry, with ωB97M-V/def2-TZVPD.

XYZ file:
```
42
Properties=species:S:1:pos:R:3:mulliken_charge:R:1
C 3.581 4.567 -1.042 -0.60
O 2.245 4.129 -0.817 -0.25
C 1.894 2.941 -1.297 0.32
O 2.219 2.567 -2.425 -0.61
C 0.835 2.157 -0.549 0.68
C 0.714 2.082 0.890 0.66
C 1.692 2.482 1.855 0.00
O 1.299 2.570 3.007 -0.59
O 2.933 2.729 1.351 -0.23
C 3.888 2.530 2.381 -0.88
S -0.606 1.113 1.509 -0.11
C -1.356 0.369 0.002 1.36
S -0.285 1.118 -1.431 -0.18
C -1.179 -1.216 -0.127 -0.47
C 0.172 -1.676 -0.429 0.14
O 1.140 -1.075 0.100 -0.61
O 0.293 -2.572 -1.370 -0.27
C 1.492 -3.305 -1.714 -0.69
C -2.245 -2.142 0.148 1.06
C -2.061 -3.540 0.210 -0.06
O -1.185 -3.954 0.876 -0.45
O -3.148 -4.303 -0.151 -0.32
C -3.017 -5.717 -0.239 -0.71
S -3.870 -1.554 0.675 -0.27
C -3.876 0.158 0.282 0.06
C -2.783 0.822 -0.178 -0.31
S -3.068 2.481 -0.489 0.08
S -5.100 2.564 -0.012 -0.11
C -5.228 0.784 0.240 0.52
O -6.329 0.163 0.168 -0.61
H 3.678 5.506 -1.551 0.28
H 4.116 3.755 -1.605 0.31
H 4.024 4.579 -0.021 0.18
H 3.840 3.448 2.932 0.37
H 4.922 2.486 2.014 0.26
H 3.846 1.602 2.911 0.38
H 2.234 -2.548 -2.139 0.28
H 1.272 -4.109 -2.440 0.26
H 2.060 -3.658 -0.814 0.30
H -2.977 -6.163 0.763 0.30
H -2.173 -6.031 -0.834 0.29
H -3.902 -6.138 -0.639 0.27
```

Results
Charge = 0
Highest occupied orbital energy = -0.3053 hartree



2.
Computed, not measured: C3H10N2S in the gas phase in a non-equilibrium geometry, with ωB97M-V/def2-TZVPD.

XYZ file:
```
16
Properties=species:S:1:pos:R:3:mulliken_charge:R:1
N -1.458 -1.540 2.847 -0.47
C -1.307 -1.137 1.459 -0.27
N -0.068 -0.385 1.195 -0.33
C 0.249 -0.457 -0.231 -0.42
C 0.500 0.958 -0.689 -0.72
S 1.093 1.359 -2.357 -0.23
H -2.329 -1.847 3.211 0.17
H -0.709 -1.186 3.404 0.15
H -1.503 -2.015 0.818 0.24
H -2.117 -0.425 1.254 0.22
H 0.660 -0.711 1.819 0.22
H 1.101 -1.131 -0.446 0.36
H -0.583 -0.905 -0.777 0.33
H -0.416 1.551 -0.548 0.29
H 1.202 1.351 0.058 0.35
H 1.869 0.265 -2.495 0.10
```

Results
Charge = 0
Highest occupied orbital energy = -0.3179 hartree
ΔE to the lowest compared entry with this formula, charge and spin = 1.024 eV



3.
Computed, not measured: an isolated ion of composition C5H10N and charge +1 in a non-equilibrium geometry, with ωB97M-V/def2-TZVPD.

XYZ file:
```
16
Properties=species:S:1:pos:R:3:mulliken_charge:R:1
C -1.063 0.528 2.059 -0.68
C -1.735 0.317 0.927 -0.38
C -0.359 0.460 0.506 0.38
C 0.304 1.584 -0.253 -1.21
C 0.328 -1.259 -1.163 -0.70
N 0.409 -0.839 0.276 -0.19
H -0.963 0.876 3.059 0.37
H -2.759 0.300 0.641 0.41
H 1.454 1.621 -0.137 0.33
H 0.064 2.559 0.097 0.41
H 0.022 1.543 -1.258 0.38
H 0.076 -2.327 -1.087 0.37
H -0.523 -0.595 -1.519 0.30
H 1.319 -1.168 -1.575 0.33
H 1.304 -0.668 0.738 0.42
H 0.107 -1.656 0.952 0.45
```

Results
Charge = +1
Highest occupied orbital energy (spin up / spin down) = -0.3868 / -0.5346 hartree
Multiplicity = 3
ΔE to the lowest compared entry with this formula, charge and spin = 3.640 eV



4.
Computed, not measured: C11H16N2O3S5SbTc as an isolated structure, with ωB97M-V/def2-TZVPD.

XYZ file:
```
39
Properties=species:S:1:pos:R:3:mulliken_charge:R:1
Tc 0.067 0.005 0.121 0.48
S 3.005 2.068 3.609 -0.80
Sb 2.242 0.081 2.764 0.85
S -0.144 0.081 2.451 -0.55
S 2.395 -0.120 0.386 -0.56
S 2.987 -1.786 3.870 -0.81
O 0.155 0.180 -2.069 -0.64
N 0.134 1.352 -2.672 0.48
C 0.208 1.311 -4.024 -0.28
C 0.180 2.438 -4.794 -0.71
C 0.075 3.676 -4.136 -0.07
C 0.007 3.703 -2.774 -0.89
C 0.033 2.529 -1.969 0.54
S -0.039 2.547 -0.281 -0.40
H 0.293 0.305 -4.404 0.41
H 0.247 2.350 -5.869 0.37
H 0.056 4.600 -4.700 0.34
H -0.066 4.637 -2.235 0.35
O -3.422 1.113 -1.604 -0.50
C -3.154 0.165 -0.703 -0.22
O -2.088 0.008 -0.175 -0.21
C -4.320 -0.743 -0.313 0.55
N -5.585 -0.256 -0.904 -0.59
C -6.476 0.191 0.189 -0.59
C -5.533 0.412 1.368 -0.62
C -4.520 -0.717 1.205 -0.74
H -4.062 -1.742 -0.669 0.43
H -6.019 -0.958 -1.483 0.24
H -4.380 1.017 -1.779 0.43
H -7.210 -0.585 0.437 0.32
H -7.018 1.093 -0.098 0.31
H -6.054 0.390 2.325 0.41
H -5.031 1.379 1.281 0.25
H -4.950 -1.665 1.538 0.34
H -3.578 -0.565 1.730 0.32
C -0.127 -2.076 -0.105 -0.93
H 0.111 -2.342 -1.142 0.23
H -1.155 -2.390 0.120 0.17
H 0.560 -2.592 0.568 0.31
```

Results
Charge = -2
Highest occupied orbital energy (spin up / spin down) = -0.0212 / -0.0108 hartree
Multiplicity = 3
ΔE to the lowest compared entry with this formula, charge and spin = 0.000 eV



5.
Computed, not measured: a 7-piece molecular cluster, C37H94N8O13 overall in a non-equilibrium geometry, with ωB97M-V/def2-TZVPD.

XYZ file:
```
152
Properties=species:S:1:pos:R:3:mulliken_charge:R:1
C 3.109 -4.529 4.273 -0.72
O 3.650 -4.183 2.968 -0.35
C 4.227 -2.919 2.849 -0.16
C 4.265 -2.395 1.425 -0.57
N 2.906 -2.572 0.992 0.83
C 2.505 -2.048 -0.252 -0.03
C 3.199 -2.550 -1.509 -0.83
O 4.586 -2.064 -1.696 -0.23
C 5.480 -2.912 -2.392 -0.87
H 2.969 -5.634 4.202 0.21
H 2.201 -3.976 4.489 0.22
H 3.890 -4.301 5.047 0.38
H 5.220 -2.938 3.275 0.54
H 3.545 -2.230 3.360 -0.14
H 5.048 -2.867 0.860 0.28
H 4.435 -1.317 1.511 0.25
H 2.692 -3.575 1.019 0.30
H 2.610 -0.916 -0.192 -0.17
H 1.485 -2.174 -0.526 -0.24
H 2.650 -2.295 -2.465 -0.15
H 3.259 -3.621 -1.448 0.78
H 6.277 -2.256 -2.670 0.26
H 5.041 -3.436 -3.242 0.31
H 5.905 -3.713 -1.690 0.24
C -0.720 0.820 -5.035 -0.95
O 0.391 1.234 -4.288 -0.18
C 1.400 0.356 -4.612 0.36
C 2.715 0.743 -3.957 -1.33
N 2.466 1.108 -2.616 0.80
C 3.610 1.398 -1.789 -0.78
C 4.255 2.722 -2.127 -0.87
O 3.368 3.719 -1.662 -0.08
C 3.823 5.008 -1.936 -0.89
H -0.513 0.786 -6.097 0.41
H -1.554 1.411 -4.839 0.30
H -0.963 -0.214 -4.759 0.22
H 1.491 0.296 -5.726 0.61
H 1.221 -0.676 -4.302 -0.34
H 3.209 1.502 -4.547 0.43
H 3.400 -0.106 -3.958 0.37
H 1.826 1.881 -2.534 -0.14
H 4.223 0.496 -1.683 0.38
H 3.219 1.501 -0.822 0.23
H 4.429 2.788 -3.229 0.30
H 5.314 2.752 -1.615 0.35
H 3.089 5.674 -1.348 -0.04
H 3.771 5.231 -2.941 0.43
H 4.701 5.339 -1.468 0.40
C 2.446 2.432 6.915 -0.79
O 2.216 1.805 5.719 -0.20
C 1.359 0.658 5.852 -0.97
C 1.257 -0.184 4.576 -0.36
N 0.309 0.350 3.602 0.09
C -0.020 -0.643 2.584 -1.20
C -1.080 -0.227 1.543 2.80
O -2.347 -0.229 2.096 -0.67
C -3.321 0.247 1.154 0.26
H 1.489 2.917 7.287 0.33
H 3.166 3.313 6.725 0.22
H 2.945 1.790 7.744 0.27
H 0.379 0.956 6.205 0.39
H 1.753 -0.026 6.613 0.52
H 0.893 -1.174 4.895 0.26
H 2.238 -0.381 4.122 0.17
H -0.582 0.478 4.110 0.24
H -0.287 -1.640 3.024 0.52
H 0.913 -0.833 2.045 -0.22
H -1.017 -0.995 0.683 -0.87
H -0.878 0.751 1.097 -1.09
H -3.425 -0.440 0.274 -0.09
H -3.101 1.297 0.807 -0.11
H -4.251 0.228 1.775 0.08
C -0.889 4.577 -2.282 -0.97
O -0.281 3.491 -1.564 -0.15
C -0.369 3.682 -0.124 -1.20
C 0.642 2.767 0.492 1.16
N 0.633 2.994 1.989 -0.38
C 1.865 3.319 2.686 -0.32
C 2.226 4.763 2.545 -0.93
O 2.090 5.240 1.204 0.08
C 2.239 6.673 1.221 -1.01
H -0.771 4.471 -3.347 0.27
H -0.432 5.569 -2.075 0.22
H -1.968 4.588 -1.979 0.31
H -1.433 3.578 0.224 0.13
H -0.086 4.749 0.127 0.63
H 1.624 2.980 0.003 -0.09
H 0.506 1.650 0.345 -0.48
H 0.287 2.170 2.355 0.53
H 2.630 2.683 2.267 0.18
H 1.717 3.067 3.744 0.32
H 3.225 4.944 2.956 0.31
H 1.495 5.397 3.134 0.46
H 1.882 7.130 0.248 0.26
H 3.270 6.920 1.302 0.35
H 1.789 7.134 2.102 0.41
C 0.811 -6.210 0.963 -0.94
O 1.077 -4.850 1.068 -0.27
C 0.008 -3.975 0.887 0.67
C -0.792 -4.131 -0.367 -1.10
N 0.019 -3.730 -1.590 0.04
C -0.778 -3.731 -2.808 -0.78
C 0.153 -3.689 -3.994 0.00
O 0.936 -4.824 -4.096 -0.40
C 1.584 -4.925 -5.362 -0.87
H 0.127 -6.740 1.645 0.30
H 1.722 -6.767 1.114 0.29
H 0.483 -6.379 -0.048 0.33
H 0.398 -2.961 1.005 -0.89
H -0.731 -4.197 1.622 0.66
H -1.608 -3.385 -0.296 0.17
H -1.323 -5.128 -0.461 0.59
H 0.746 -4.407 -1.763 0.23
H -1.475 -2.893 -2.786 0.32
H -1.492 -4.608 -2.975 0.35
H 0.801 -2.779 -3.861 -0.40
H -0.519 -3.659 -4.900 0.58
H 2.295 -4.175 -5.440 0.34
H 0.906 -4.883 -6.212 0.33
H 2.111 -5.865 -5.346 0.27
C -6.659 -1.795 -3.097 -0.62
O -7.391 -0.685 -2.633 -0.41
C -6.830 -0.114 -1.414 -0.32
C -8.009 0.198 -0.563 -0.76
N -7.580 1.139 0.437 -0.12
C -8.112 0.958 1.756 -0.65
C -7.161 1.636 2.747 -0.07
O -7.275 3.040 2.743 -0.38
C -6.087 3.668 3.126 -0.58
H -7.331 -2.281 -3.858 0.25
H -6.376 -2.470 -2.297 0.32
H -5.667 -1.508 -3.498 0.23
H -6.359 0.761 -1.675 0.37
H -6.121 -0.752 -0.937 0.23
H -8.349 -0.627 0.024 0.37
H -8.833 0.557 -1.157 0.27
H -7.655 2.109 0.022 0.21
H -7.868 -0.115 1.958 0.44
H -9.114 1.356 1.786 0.37
H -6.245 1.396 2.280 -0.12
H -7.389 1.191 3.712 0.34
H -6.165 4.796 2.975 0.26
H -5.260 3.424 2.430 0.15
H -5.759 3.322 4.091 0.33
N -1.545 1.124 -1.798 0.99
C -1.457 -0.231 -1.770 -0.32
N -0.190 -0.826 -1.743 3.73
O -2.389 -1.002 -1.720 -0.76
H -0.722 1.799 -1.825 -0.71
H -2.453 1.568 -1.737 0.32
H 0.006 -1.835 -1.737 -1.50
H 0.612 -0.249 -1.941 -1.44
```

Results
Charge = 0
Highest occupied orbital energy = -0.3009 hartree
ΔE to the lowest compared entry with this formula, charge and spin = 2.879 eV



- The lowest charge belongs to which entry?
  C11H16N2O3S5SbTc



- What is the charge in the fourth record?
  -2



Please write out number 3 again, unchanged.
Computed, not measured: an isolated ion of composition C5H10N and charge +1 in a non-equilibrium geometry, with ωB97M-V/def2-TZVPD.

XYZ file:
```
16
Properties=species:S:1:pos:R:3:mulliken_charge:R:1
C -1.063 0.528 2.059 -0.68
C -1.735 0.317 0.927 -0.38
C -0.359 0.460 0.506 0.38
C 0.304 1.584 -0.253 -1.21
C 0.328 -1.259 -1.163 -0.70
N 0.409 -0.839 0.276 -0.19
H -0.963 0.876 3.059 0.37
H -2.759 0.300 0.641 0.41
H 1.454 1.621 -0.137 0.33
H 0.064 2.559 0.097 0.41
H 0.022 1.543 -1.258 0.38
H 0.076 -2.327 -1.087 0.37
H -0.523 -0.595 -1.519 0.30
H 1.319 -1.168 -1.575 0.33
H 1.304 -0.668 0.738 0.42
H 0.107 -1.656 0.952 0.45
```

Results
Charge = +1
Highest occupied orbital energy (spin up / spin down) = -0.3868 / -0.5346 hartree
Multiplicity = 3
ΔE to the lowest compared entry with this formula, charge and spin = 3.640 eV



- The highest charge belongs to which entry?
  C5H10N